<A>
21
Properties=species:S:1:pos:R:3:lowdin_charge:R:1 method="wB97M-V/def2-TZVPD" total_charge=+1 orbital_gap_ha=0.40926
C 0.108 -0.253 -2.777 -0.1206
C -1.199 0.088 -2.316 -0.2797
C -1.272 0.472 -0.892 -0.3474
C -1.225 1.705 -0.386 0.1073
N -0.830 -0.589 0.061 0.2012
H 0.102 -0.488 -3.903 0.1331
H 0.873 0.539 -2.605 0.1166
H 0.420 -1.172 -2.341 0.0570
H -1.579 1.014 -2.895 0.1587
H -2.032 -0.681 -2.441 0.1510
H -1.349 2.602 -1.142 0.1375
H -0.803 1.832 0.682 0.0996
H -1.499 -1.401 0.267 0.2097
H -0.447 -0.132 0.943 0.1496
H -0.034 -1.047 -0.466 0.1612
H 1.529 -2.511 3.647 0.0081
H 2.648 -2.059 2.668 0.0784
O 1.886 -1.770 3.231 -0.0348
H 1.927 1.609 1.550 0.0560
H 1.721 0.146 2.066 -0.0234
O 1.346 0.994 1.990 -0.0192

<B>
21
Properties=species:S:1:pos:R:3:lowdin_charge:R:1 method="wB97M-V/def2-TZVPD" total_charge=+1 orbital_gap_ha=0.38747
C 1.412 0.128 1.270 -0.0955
C 1.684 -0.719 -0.020 -0.1683
C 0.714 -0.443 -1.119 -0.2086
C 0.961 0.273 -2.237 0.0404
N 0.773 1.450 0.782 0.1533
H 2.405 0.247 1.835 0.1529
H 0.564 -0.214 1.911 0.1334
H 1.654 -1.763 0.308 0.1298
H 2.649 -0.514 -0.446 0.1110
H -0.179 -1.010 -1.099 0.0698
H 0.596 -0.088 -3.206 0.0860
H 1.811 0.979 -2.165 0.0755
H -0.257 1.430 0.873 0.0963
H 1.154 1.589 -0.183 0.1384
H 1.108 2.247 1.331 0.1650
H -3.193 -2.189 0.367 0.0617
H -1.842 -2.313 -0.291 0.0430
O -2.470 -1.671 0.024 -0.0255
H -2.632 1.629 0.712 0.0783
H -2.365 0.166 0.576 -0.0366
O -1.969 0.948 0.807 -0.0002

<C>
21
Properties=species:S:1:pos:R:3:lowdin_charge:R:1 method="wB97M-V/def2-TZVPD" total_charge=+1 orbital_gap_ha=0.38222
C 0.128 2.970 -0.534 -0.1031
C -0.058 1.676 0.333 -0.2077
C -0.118 0.509 -0.652 -0.1260
C -0.598 -1.403 0.758 0.1663
N 0.292 -0.746 0.116 0.0456
H 0.303 3.933 -0.019 0.0854
H 1.122 2.868 -0.994 0.0779
H -0.719 3.188 -1.190 0.0832
H 0.845 1.647 0.961 0.1218
H -1.048 1.871 0.761 0.1197
H -1.140 0.326 -0.941 0.1243
H 0.619 0.468 -1.491 0.1480
H -1.614 -1.508 0.379 0.1009
H -0.298 -1.926 1.668 0.1292
H 1.185 -0.541 0.593 0.1060
H 3.520 -1.463 1.037 0.0703
H 3.701 -0.535 -0.137 0.0683
O 3.058 -0.783 0.533 -0.0389
H -3.692 -3.639 -0.869 0.0548
H -2.657 -3.608 0.290 0.0294
O -2.831 -3.303 -0.600 -0.0552

<D>
21
Properties=species:S:1:pos:R:3:lowdin_charge:R:1 method="wB97M-V/def2-TZVPD" total_charge=+1 orbital_gap_ha=0.43869
C 0.747 1.918 -0.397 -0.1935
O 2.056 1.840 -0.939 -0.0354
C 0.191 0.526 -0.071 -0.2878
C -1.304 0.560 0.241 -0.1942
C -1.775 -0.406 1.314 -0.0910
N 0.593 -0.442 -1.136 0.2259
H 0.789 2.462 0.547 0.1420
H 0.066 2.460 -1.050 0.1361
H 1.997 1.915 -1.898 0.1010
H 0.698 0.211 0.844 0.1535
H -1.516 1.570 0.538 0.1132
H -1.898 0.400 -0.664 0.1268
H -2.721 -0.034 1.721 0.0841
H -2.124 -1.382 0.947 0.0788
H -1.124 -0.599 2.167 0.0831
H -0.181 -0.686 -1.745 0.1728
H 0.946 -1.303 -0.685 0.1084
H 1.410 -0.046 -1.618 0.1542
H 0.315 -3.101 0.953 0.0677
H 1.857 -3.082 0.591 0.0800
O 0.977 -2.782 0.339 -0.0258

Order from most stable to least stable according to the calculation: <D>, <B>, <C>, <A>

<A>
21
Properties=species:S:1:pos:R:3:lowdin_charge:R:1 method="wB97M-V/def2-TZVPD" total_charge=+1 orbital_gap_ha=0.43944
C 1.022 1.805 -0.479 -0.2111
O 2.383 1.454 -0.331 -0.0305
C 0.201 0.543 -0.320 -0.2912
C -1.288 0.680 -0.559 -0.1951
C -2.004 -0.674 -0.599 -0.0791
N 0.505 -0.039 1.070 0.2181
H 0.744 2.315 -1.399 0.1393
H 0.731 2.472 0.343 0.1399
H 2.833 2.138 0.176 0.1094
H 0.654 -0.222 -0.937 0.1534
H -1.316 1.078 -1.572 0.1277
H -1.719 1.375 0.164 0.1292
H -3.004 -0.505 -0.996 0.0875
H -1.974 -1.180 0.370 0.0717
H -1.479 -1.365 -1.258 0.0790
H -0.225 0.183 1.752 0.1733
H 0.769 -1.049 1.006 0.1085
H 1.355 0.447 1.358 0.1463
H 0.095 -3.403 0.202 0.0806
H 1.029 -3.288 1.377 0.0859
O 0.684 -2.765 0.631 -0.0430

<B>
21
Properties=species:S:1:pos:R:3:lowdin_charge:R:1 method="wB97M-V/def2-TZVPD" total_charge=+1 orbital_gap_ha=0.40828
C -1.761 0.948 0.108 -0.0825
C -1.382 -0.063 -0.966 -0.1829
C 0.125 0.033 -1.232 -0.3331
C 0.714 0.788 -2.158 0.1221
N 0.894 -0.769 -0.317 0.1961
H -2.847 1.032 0.196 0.0856
H -1.317 1.909 -0.173 0.0804
H -1.377 0.759 1.110 0.0710
H -1.862 0.129 -1.926 0.1210
H -1.593 -1.100 -0.682 0.1116
H 0.105 1.505 -2.686 0.0937
H 1.797 0.758 -2.168 0.0854
H 1.194 -1.687 -0.685 0.1851
H 1.826 -0.434 -0.039 0.1624
H 0.465 -1.112 0.583 0.1122
H -1.132 -2.660 1.777 0.0742
H 0.355 -2.795 2.183 0.0816
O -0.287 -2.209 1.758 -0.0294
H 1.631 2.016 2.395 0.0434
H 1.145 2.255 1.037 0.0386
O 1.454 1.542 1.593 -0.0363

Order from most stable to least stable according to the calculation: <A>, <B>